Entry 1:
{"formula": "C26H63N4O3", "method": "wB97M-V/def2-TZVPD", "charge": -1, "lumo_energy_ha": 0.078, "elements": ["C", "C", "C", "C", "N", "C", "O", "C", "O", "C", "C", "O", "H", "H", "H", "H", "H", "H", "H", "H", "H", "H", "H", "H", "H", "H", "H", "H", "H", "H", "C", "C", "N", "C", "C", "C", "C", "H", "H", "H", "H", "H", "H", "H", "H", "H", "H", "H", "H", "H", "H", "H", "C", "C", "N", "C", "C", "C", "C", "H", "H", "H", "H", "H", "H", "H", "H", "H", "H", "H", "H", "H", "H", "H", "C", "C", "N", "C", "C", "C", "C", "H", "H", "H", "H", "H", "H", "H", "H", "H", "H", "H", "H", "H", "H", "H"], "positions_angstrom": [[-5.260, -3.248, -5.890], [-4.238, -2.144, -5.567], [-3.169, -2.018, -6.671], [-2.515, -3.425, -6.927], [-2.220, -0.944, -6.520], [-1.548, -0.976, -5.281], [-2.148, -0.068, -4.281], [-1.665, -0.221, -2.998], [-1.815, -1.533, -2.481], [-3.027, -1.688, -1.771], [-3.361, -3.197, -1.676], [-2.328, -4.022, -2.172], [-6.243, -3.029, -5.480], [-5.369, -3.328, -6.966], [-4.937, -4.220, -5.531], [-3.783, -2.311, -4.601], [-4.777, -1.204, -5.553], [-3.742, -1.790, -7.575], [-2.926, -3.880, -7.825], [-2.613, -4.109, -6.084], [-1.462, -3.243, -7.096], [-1.519, -1.993, -4.872], [-0.511, -0.654, -5.439], [-0.612, 0.066, -2.902], [-2.235, 0.469, -2.368], [-3.798, -1.188, -2.353], [-2.962, -1.212, -0.793], [-3.500, -3.493, -0.643], [-4.273, -3.374, -2.241], [-2.269, -3.895, -3.133], [0.793, 3.616, 0.864], [0.440, 2.228, 0.354], [1.112, 1.165, 1.077], [0.978, -0.133, 0.435], [-0.420, -0.750, 0.331], [0.940, 1.180, 2.517], [-0.489, 1.103, 3.075], [1.872, 3.781, 0.837], [0.318, 4.370, 0.234], [0.442, 3.781, 1.885], [0.745, 2.161, -0.693], [-0.656, 2.119, 0.362], [1.644, -0.838, 0.942], [1.381, -0.035, -0.578], [-0.759, -1.159, 1.285], [-0.408, -1.572, -0.385], [-1.159, -0.032, -0.025], [1.407, 2.090, 2.904], [1.534, 0.364, 2.937], [-1.180, 1.744, 2.527], [-0.495, 1.433, 4.117], [-0.881, 0.087, 3.060], [2.592, 7.126, 1.613], [2.965, 7.771, 2.937], [1.910, 7.683, 3.929], [2.155, 8.500, 5.102], [3.352, 8.149, 5.996], [1.398, 6.345, 4.180], [2.384, 5.270, 4.656], [1.674, 7.557, 1.211], [3.388, 7.284, 0.884], [2.452, 6.050, 1.712], [3.169, 8.831, 2.760], [3.912, 7.329, 3.287], [1.247, 8.506, 5.711], [2.278, 9.532, 4.757], [3.159, 7.272, 6.612], [3.556, 8.979, 6.676], [4.259, 7.973, 5.418], [0.926, 5.990, 3.261], [0.578, 6.427, 4.898], [3.324, 5.300, 4.105], [1.949, 4.280, 4.501], [2.607, 5.357, 5.719], [3.028, -6.138, 2.331], [1.800, -6.411, 1.476], [0.886, -5.290, 1.408], [-0.397, -5.630, 0.811], [-0.424, -6.066, -0.657], [1.463, -4.029, 0.974], [2.124, -3.970, -0.409], [2.741, -5.837, 3.340], [3.633, -7.043, 2.404], [3.660, -5.359, 1.904], [1.258, -7.253, 1.917], [2.133, -6.747, 0.480], [-1.069, -4.776, 0.940], [-0.831, -6.434, 1.416], [-0.303, -5.227, -1.335], [-1.394, -6.511, -0.884], [0.338, -6.816, -0.879], [2.200, -3.721, 1.721], [0.681, -3.270, 1.027], [2.749, -4.842, -0.605], [2.766, -3.088, -0.471], [1.391, -3.886, -1.210]], "forces_ev_per_angstrom": [[0.248, 0.165, 0.158], [-0.550, -0.239, -0.865], [0.289, 0.059, 0.231], [-0.024, 0.570, 0.117], [0.245, 0.042, 0.722], [-0.209, -0.465, -2.349], [-0.296, -0.076, 0.911], [-0.321, 0.495, -0.377], [0.195, 0.003, 0.445], [0.165, -0.203, -0.773], [0.354, 0.308, -0.341], [-0.064, -0.309, -0.303], [-0.147, -0.060, 0.174], [-0.106, -0.025, -0.285], [-0.010, -0.228, 0.073], [0.193, 0.027, 0.423], [0.094, 0.382, 0.282], [-0.085, 0.024, -0.201], [-0.115, -0.331, -0.043], [-0.064, -0.194, 0.072], [0.297, -0.035, -0.100], [0.032, -0.104, 0.597], [0.187, 0.340, 0.414], [0.330, -0.379, -0.132], [-0.046, 0.156, 0.074], [-0.353, 0.103, 0.079], [0.037, 0.002, 0.271], [-0.162, -0.061, 0.212], [-0.281, -0.126, 0.076], [0.099, 0.187, 0.399], [-0.030, 0.067, -0.005], [-0.095, 0.106, 0.059], [0.107, -0.070, -0.020], [0.065, -0.148, -0.172], [0.092, -0.172, 0.119], [0.021, 0.111, 0.171], [0.023, -0.045, 0.126], [0.015, -0.048, 0.037], [0.006, 0.004, -0.014], [0.012, 0.007, 0.004], [-0.014, -0.109, -0.008], [0.000, 0.024, -0.028], [-0.003, 0.039, 0.092], [-0.036, 0.083, -0.007], [-0.031, 0.098, 0.033], [-0.017, 0.044, -0.068], [0.008, 0.030, -0.007], [-0.021, 0.032, -0.057], [-0.021, -0.075, -0.088], [0.016, 0.009, -0.028], [0.016, 0.008, -0.006], [-0.049, 0.012, -0.086], [0.036, -0.021, -0.039], [0.067, -0.105, -0.102], [-0.025, 0.065, 0.097], [-0.028, 0.163, 0.039], [-0.030, 0.034, 0.108], [-0.122, -0.182, -0.092], [-0.073, -0.050, 0.066], [-0.037, -0.018, 0.041], [0.011, 0.009, 0.007], [-0.004, -0.003, -0.040], [-0.017, 0.031, 0.104], [0.013, 0.014, -0.017], [-0.020, -0.078, -0.012], [0.040, -0.024, -0.067], [0.027, -0.054, -0.050], [-0.011, 0.012, -0.008], [-0.006, -0.013, -0.029], [0.047, 0.038, -0.033], [0.046, 0.090, 0.058], [-0.003, 0.016, -0.025], [-0.009, 0.006, -0.017], [0.080, 0.043, -0.013], [0.033, -0.037, -0.004], [0.156, 0.001, -0.060], [-0.137, 0.025, 0.060], [-0.206, -0.127, 0.025], [0.049, -0.055, -0.002], [0.201, 0.172, 0.059], [-0.038, 0.104, -0.039], [-0.021, 0.049, -0.014], [-0.004, -0.008, 0.005], [-0.001, 0.006, 0.003], [-0.088, 0.010, -0.059], [0.021, -0.029, 0.017], [0.067, 0.064, -0.037], [0.092, -0.020, 0.040], [0.016, 0.014, -0.025], [-0.029, 0.036, -0.016], [0.019, 0.001, 0.067], [0.013, -0.075, 0.004], [-0.111, -0.044, -0.028], [-0.001, -0.019, 0.024], [-0.007, 0.002, 0.015], [0.000, -0.078, -0.013]]}

Entry 2:
{"formula": "C26H64As3N6SbV", "method": "wB97M-V/def2-TZVPD", "charge": 2, "s2": 3.761, "de_lowest_kcal_mol": 36.6, "spin_multiplicity": 4, "lumo_energy_ha": [-0.176, -0.168], "elements": ["V", "N", "C", "C", "N", "C", "C", "N", "C", "C", "N", "H", "H", "H", "H", "H", "H", "H", "H", "H", "H", "H", "H", "H", "H", "H", "H", "H", "H", "C", "As", "C", "C", "C", "C", "C", "As", "C", "C", "C", "As", "C", "C", "H", "H", "H", "H", "H", "H", "H", "H", "H", "H", "H", "H", "H", "H", "H", "H", "H", "H", "H", "H", "H", "H", "H", "H", "H", "H", "H", "N", "C", "N", "C", "C", "C", "C", "C", "H", "H", "H", "H", "H", "H", "H", "H", "H", "H", "C", "Sb", "C", "C", "H", "H", "H", "H", "H", "H", "H", "H", "H"], "positions_angstrom": [[0.244, 0.560, 0.744], [2.727, -0.710, 1.391], [2.148, -1.978, 0.936], [0.951, -2.318, 1.818], [-0.242, -1.506, 1.511], [-0.994, -2.182, 0.437], [-1.881, -1.230, -0.358], [-1.039, -0.115, -0.770], [-1.046, -1.403, 2.742], [-2.013, -0.225, 2.717], [-1.249, 0.944, 2.294], [3.536, -0.500, 0.809], [3.080, -0.828, 2.340], [2.867, -2.807, 0.993], [1.836, -1.847, -0.109], [1.258, -2.125, 2.850], [0.711, -3.386, 1.741], [-1.595, -3.007, 0.839], [-0.268, -2.595, -0.267], [-2.730, -0.859, 0.218], [-2.287, -1.773, -1.222], [-1.609, 0.610, -1.208], [-0.421, -0.501, -1.500], [-0.366, -1.235, 3.584], [-1.588, -2.339, 2.926], [-2.448, -0.099, 3.718], [-2.837, -0.388, 2.025], [-0.695, 1.264, 3.092], [-1.885, 1.708, 2.047], [1.838, 2.636, 3.724], [1.249, 2.596, 1.855], [-0.106, 4.019, 1.992], [2.815, 3.547, 1.163], [2.954, 3.667, -0.355], [1.653, 4.233, -0.930], [3.271, 2.323, -1.003], [1.913, 0.897, -1.200], [3.248, -0.251, -2.105], [0.963, 1.560, -2.788], [4.088, 4.657, -0.679], [6.069, 4.476, -0.239], [6.642, 3.365, -1.769], [6.246, 3.036, 1.121], [2.105, 3.668, 3.972], [2.724, 2.012, 3.853], [1.066, 2.298, 4.420], [0.389, 4.990, 2.061], [-0.712, 3.878, 2.892], [-0.771, 4.028, 1.125], [3.688, 3.030, 1.575], [2.787, 4.553, 1.603], [0.822, 3.549, -0.712], [1.736, 4.365, -2.007], [1.436, 5.206, -0.491], [4.103, 1.867, -0.456], [3.612, 2.503, -2.032], [3.334, 0.102, -3.135], [2.980, -1.303, -2.121], [4.221, -0.147, -1.621], [1.643, 2.135, -3.418], [0.124, 2.198, -2.504], [0.576, 0.721, -3.365], [3.817, 5.618, -0.227], [4.099, 4.829, -1.761], [6.449, 3.887, -2.704], [6.168, 2.386, -1.802], [7.719, 3.220, -1.695], [5.901, 3.368, 2.098], [7.315, 2.845, 1.207], [5.762, 2.097, 0.859], [0.565, -1.587, -2.562], [0.963, -2.080, -3.533], [1.449, -2.562, -4.620], [1.612, -1.715, -5.791], [0.787, -2.263, -6.961], [0.764, -3.800, -6.939], [1.984, -4.346, -6.201], [1.908, -3.944, -4.729], [2.675, -1.692, -6.050], [1.308, -0.696, -5.543], [1.238, -1.905, -7.886], [-0.233, -1.879, -6.919], [0.740, -4.184, -7.958], [-0.136, -4.154, -6.431], [2.896, -3.966, -6.665], [2.008, -5.434, -6.260], [2.889, -4.055, -4.249], [1.193, -4.583, -4.202], [-5.267, 1.682, 1.204], [-3.693, 2.513, -0.025], [-4.742, 4.350, -0.402], [-4.346, 1.532, -1.844], [-6.217, 2.025, 0.814], [-5.165, 2.023, 2.228], [-5.254, 0.599, 1.191], [-5.768, 4.111, -0.656], [-4.285, 4.885, -1.226], [-4.726, 4.981, 0.479], [-5.363, 1.842, -2.055], [-4.326, 0.453, -1.734], [-3.714, 1.822, -2.678]], "forces_ev_per_angstrom": [[0.406, -1.169, 0.764], [-0.050, 0.187, 0.078], [-0.194, -0.352, 0.097], [0.672, -0.239, -0.141], [0.133, 0.004, 0.051], [-0.447, -0.105, -0.405], [-0.248, -0.518, 0.159], [-0.474, 0.503, -0.779], [-0.520, 0.172, 0.354], [-0.180, -0.626, 0.219], [-0.091, 0.601, 0.293], [-0.070, 0.114, 0.178], [0.005, 0.086, -0.171], [-0.140, 0.101, -0.122], [0.064, -0.188, 0.126], [-0.119, -0.090, -0.061], [0.004, 0.101, 0.056], [0.141, -0.007, 0.004], [-0.050, -0.015, 0.082], [0.070, -0.063, -0.094], [0.056, 0.081, 0.133], [0.074, -0.122, 0.048], [-0.217, 0.152, 0.059], [-0.027, -0.097, -0.136], [0.112, 0.076, 0.077], [0.049, -0.031, -0.228], [0.048, 0.092, 0.108], [-0.310, 0.017, -0.091], [0.211, -0.082, 0.009], [0.023, -0.174, 0.058], [0.620, 1.693, 0.523], [-0.021, 0.053, -0.112], [0.179, 0.048, 0.040], [-0.155, -0.050, -0.042], [0.151, -0.049, 0.082], [0.133, -0.018, -0.012], [0.954, 0.527, -1.167], [-0.051, -0.178, 0.178], [-0.041, -0.001, -0.025], [0.324, 0.136, 0.188], [-0.324, -0.324, -0.118], [-0.043, 0.054, 0.099], [-0.088, 0.182, -0.111], [-0.099, -0.138, -0.075], [-0.087, 0.003, -0.042], [0.032, 0.027, -0.104], [-0.008, -0.100, 0.046], [0.110, -0.037, -0.064], [0.127, -0.053, 0.081], [-0.126, 0.072, 0.021], [-0.020, -0.194, 0.015], [-0.056, 0.186, -0.131], [-0.101, -0.037, -0.087], [-0.106, 0.045, 0.033], [-0.028, -0.032, -0.155], [0.008, -0.106, 0.181], [0.011, 0.033, 0.092], [-0.075, 0.084, 0.071], [-0.062, 0.113, -0.004], [0.001, -0.016, 0.071], [0.075, 0.009, 0.017], [0.041, 0.017, 0.090], [0.054, -0.029, -0.045], [0.038, 0.004, 0.038], [-0.047, 0.073, -0.010], [-0.077, -0.039, 0.047], [0.026, 0.022, 0.048], [-0.036, 0.059, 0.019], [0.040, 0.027, -0.037], [-0.053, -0.031, -0.061], [-0.249, -0.325, 0.073], [-0.203, 0.282, 0.624], [0.167, -0.167, -0.513], [-0.019, 0.432, -0.683], [0.016, -0.044, 0.091], [0.123, -0.013, -0.021], [-0.291, 0.041, -0.030], [0.360, -0.707, 0.120], [-0.072, 0.049, 0.062], [0.076, -0.095, 0.045], [-0.027, 0.061, -0.034], [0.053, 0.061, -0.022], [-0.088, -0.036, 0.044], [-0.034, -0.021, -0.061], [0.056, -0.073, 0.056], [0.112, 0.026, 0.021], [-0.144, 0.032, 0.002], [0.060, 0.037, -0.053], [0.335, 0.135, -0.156], [-0.651, 0.011, -0.177], [0.258, -0.223, 0.043], [0.222, 0.201, 0.314], [-0.180, 0.048, -0.081], [0.007, 0.064, 0.175], [0.044, -0.209, -0.025], [-0.139, -0.066, -0.029], [0.094, 0.083, -0.123], [0.017, 0.075, 0.136], [-0.171, 0.041, -0.007], [0.029, -0.164, 0.028], [0.085, 0.020, -0.123]]}

For the records above, the corresponding E_tot values read -1473.0635, -9248.6621 hartree.